Density functional theory data (ωB97M-V/def2-TZVPD) for an isolated molecule of C9H20NPS.

* calculated total energy: -31266.9007 eV
* lowest unoccupied orbital energy (spin up / spin down): -0.17 / -0.17 eV
* spin multiplicity: 1
* Kohn-Sham gap (spin up / spin down): 7.67 / 7.67 eV
* charge: 0
* highest occupied orbital energy (spin up / spin down): -7.832 / -7.833 eV
* relative energy (zero: lowest compared OMol25 entry of this formula, charge and spin): 255.8 kJ/mol

The geometry in XYZ format:
```
32
Properties=species:S:1:pos:R:3:mulliken_charge:R:1
C 0.46044 1.85640 -0.33752 -0.8325
C -0.61823 -0.53986 -1.03207 -0.6197
C 1.70317 0.94901 0.03101 1.2455
C 2.33860 1.38021 1.27001 -2.0883
C 2.74770 1.01605 -1.14492 -1.8111
C -1.46986 -0.28286 1.31674 -1.7648
C -2.25114 -2.15650 -0.25617 -1.7531
C -2.96651 0.28897 -0.42110 -1.4392
C -1.75005 -0.64778 -0.13602 1.8810
N 1.16210 -0.45152 0.29914 0.0416
P 2.00724 -1.87131 0.43385 -0.2245
S -0.33872 1.11988 -1.67089 -0.2104
H -0.06054 1.93534 0.59931 0.3863
H 0.95192 2.84858 -0.60652 0.4759
H -0.18370 -1.26725 -1.74538 0.5249
H 3.20683 0.79761 1.29627 0.5079
H 1.72864 1.09389 2.05320 0.5418
H 2.58521 2.41871 1.49920 0.3186
H 3.54757 0.37681 -0.91255 0.4607
H 3.14243 1.96528 -1.16890 0.4794
H 2.26958 0.77793 -2.07799 0.4270
H -2.35121 -0.42566 1.86424 0.6904
H -1.03593 0.68011 1.51497 0.2255
H -0.62682 -1.01774 1.59069 0.2421
H -1.57765 -2.83913 0.17615 0.3852
H -3.21727 -2.33836 0.22076 0.4019
H -2.55243 -2.30481 -1.31133 0.4431
H -3.49312 -0.26602 -1.20044 0.3885
H -2.72943 1.32447 -0.72033 0.3626
H -3.63837 0.61935 0.42792 0.3126
H 2.07890 -2.57856 -0.89975 -0.0114
H 0.93068 -2.46123 1.04837 0.0125
```